Molecular formula: C10H17O3
Method: DFT, ωB97M-V/def2-TZVPD

Each line ends with the Löwdin spin population.
Positions of all 30 atoms, in Å:
1 O -1.32 1.28 -2.76  1.053
2 O -0.32 2.01 -3.01  1.003
3 C 0.93 1.05 3.60  0.000
4 C 0.49 0.65 2.24  0.000
5 C -0.44 1.33 1.55  0.003
6 C -0.86 1.02 0.16  0.022
7 C -0.40 -0.36 -0.35  0.065
8 C 1.06 -0.58 0.06  0.001
9 C 1.21 -0.51 1.59  0.001
10 O 2.56 -0.37 1.99  0.001
11 C -0.76 -0.56 -1.80  0.578
12 C 0.27 -1.08 -2.70  0.085
13 C -2.16 -0.87 -2.03  0.071
14 H 1.41 0.23 4.14  0.000
15 H 1.65 1.88 3.58  0.000
16 H 0.08 1.42 4.18  0.000
17 H -0.95 2.17 2.02  0.001
18 H -1.96 1.06 0.09  0.001
19 H -0.46 1.79 -0.52  0.000
20 H -1.00 -1.10 0.21  0.020
21 H 1.44 -1.56 -0.28  0.000
22 H 1.64 0.21 -0.43  0.000
23 H 0.74 -1.43 2.00  0.001
24 H 3.12 -1.04 1.56  0.000
25 H -0.10 -1.01 -3.73  0.003
26 H 1.24 -0.53 -2.61  0.010
27 H 0.49 -2.17 -2.48  0.041
28 H -2.30 -1.10 -3.08  0.001
29 H -2.45 -1.75 -1.45  0.025
30 H -2.86 -0.08 -1.73  0.012

For the energy above the lowest of the compared OMol25 structures with the same formula, charge and spin, the calculation gives 0.942 eV. The value obtained for the maximum force is 6.41 eV/A. As for the spin multiplicity: 4. Its total energy is -16781.533 eV. Its HOMO-LUMO gap (spin up / spin down) is 7.323 / 7.228 eV. The expectation value of S² is 3.76.